Entry from OMol25: a structure of composition CH3IOS2 in a non-equilibrium geometry (ωB97M-V/def2-TZVPD).

Geometry as XYZ:
```
8
Properties=species:S:1:pos:R:3:forces:R:3:lowdin_charge:R:1
C -0.7599 0.7405 -0.4975 2.949 -0.130 0.015 -0.75
O 1.4592 0.4983 1.1907 0.950 0.229 0.868 -0.52
S 1.9165 -1.6319 -0.7803 -0.116 -0.034 0.192 0.24
S 0.8974 -0.5378 0.3731 -3.336 0.847 -0.993 0.16
I -2.4198 -0.3949 -0.0712 -0.415 0.221 -0.033 0.82
H -0.4505 1.5821 0.1722 -0.896 -0.860 -0.305 0.01
H -0.5928 1.0658 -1.5753 -0.288 -1.037 1.340 0.03
H -0.0501 -1.3221 1.1883 1.153 0.764 -1.084 0.01
```
Forces are in eV/Å.

Computed properties:
- HOMO (eV) = -9.19
- strongest force on any atom (Eh/bohr) = 0.070
- E (hartree) = -1209.095511
- molar mass (g/mol) = 222.1
- energy relative to the best compared isomer or geometry (same formula, charge and spin) (kcal/mol) = 61.2